53
Properties=species:S:1:pos:R:3:forces:R:3:lowdin_charge:R:1 method="wB97M-V/def2-TZVPD" total_charge=-2 orbital_gap_ha=0.1184 relative_energy_kcal_mol=139.0
Pb -0.321862 0.652822 0.830184 -0.4 0.8 1.6 1.434
B -4.257362 2.258222 2.748934 0.4 0.5 -0.1 -0.417
H -4.228022 1.551882 1.933784 -0.2 -3.2 -4.0 -0.126
H -4.182612 3.257242 2.348174 0.3 3.9 -1.6 -0.098
H -5.155262 2.075402 3.318664 -3.6 -1.0 2.3 -0.094
H -3.400512 2.069702 3.377024 3.5 -0.5 2.8 -0.096
B 0.588138 5.011692 2.315994 0.4 -0.2 0.2 -0.418
H 1.636078 4.836342 2.128044 4.2 -0.6 -1.1 -0.103
H 0.386858 4.289452 3.091944 -1.0 -2.7 3.5 -0.090
H 0.389698 6.031882 2.605934 -1.2 3.9 1.2 -0.097
H 0.013578 4.752552 1.440224 -2.5 -1.0 -4.3 -0.120
B 3.360288 0.713962 4.432024 -0.1 0.6 0.4 -0.435
H 3.264798 0.258742 3.458424 -0.1 -2.1 -4.6 -0.130
H 3.857848 0.034952 5.107024 2.1 -3.1 2.5 -0.108
H 3.881318 1.658762 4.420604 2.0 3.8 -0.4 -0.108
H 2.355368 0.847652 4.801514 -4.0 0.7 1.6 -0.106
B -1.381502 -2.861958 4.887404 -0.4 -0.5 0.8 -0.433
H -1.761682 -3.833688 4.612734 -1.7 -3.9 -1.4 -0.121
H -2.117872 -2.285958 5.426134 -3.1 2.3 1.9 -0.106
H -0.550672 -3.017608 5.558024 3.6 -0.5 2.5 -0.107
H -1.047462 -2.317158 4.018004 1.6 2.6 -4.2 -0.124
C -2.377292 2.376522 -3.293036 2.0 -1.1 -0.7 -0.064
O -2.377692 0.945872 -2.951506 2.2 3.1 1.6 -0.199
C -3.604022 0.411842 -3.192916 0.0 0.1 -0.9 -0.275
C -3.563492 -1.078458 -2.970786 -1.4 -0.5 0.1 -0.215
O -3.211832 -1.483068 -1.648606 -1.1 -1.4 0.4 -0.185
C -3.724632 -2.829208 -1.213716 1.3 0.5 -1.0 -0.048
H -2.113882 2.403662 -4.350376 -1.1 0.1 -0.6 0.082
H -1.452582 2.854512 -2.969716 -0.1 -0.3 1.1 0.081
H -3.207412 3.020062 -3.001746 -0.3 -0.6 0.1 0.098
H -3.714832 0.640832 -4.252816 -1.0 -0.8 -0.7 0.119
H -4.366832 1.024612 -2.712546 -0.4 -0.7 0.7 0.133
H -2.994272 -1.593478 -3.744636 0.8 0.2 0.1 0.122
H -4.575792 -1.357378 -3.263276 -0.5 -0.5 0.5 0.116
H -3.324762 -3.615908 -1.853486 0.2 0.2 -0.6 0.069
H -4.799672 -3.009018 -1.220866 -0.1 0.9 0.1 0.082
H -3.285832 -3.117098 -0.258376 -0.2 0.9 0.2 0.087
C 2.697848 -3.502358 -0.833526 0.8 0.7 1.6 -0.094
O 2.871578 -2.107508 -1.246836 0.0 -2.6 -0.4 -0.184
C 4.011578 -2.039868 -2.117736 -0.5 1.5 0.8 -0.219
C 3.797458 -0.765448 -2.915426 -2.5 -0.4 -0.1 -0.214
O 3.487668 0.437442 -2.118896 2.4 -0.9 -1.7 -0.175
C 4.781388 1.098222 -1.912156 -0.6 -1.1 1.3 -0.080
H 3.615888 -3.846848 -0.357476 0.4 0.2 0.2 0.081
H 2.499098 -4.321958 -1.524076 -0.4 0.7 -1.1 0.078
H 1.972888 -3.564798 -0.021966 -0.3 0.4 -0.3 0.087
H 4.014278 -2.916928 -2.764936 0.3 0.1 -0.2 0.120
H 4.937248 -1.948728 -1.549466 0.1 -0.5 0.3 0.124
H 2.877488 -1.021118 -3.441156 -0.6 0.4 0.1 0.113
H 4.450418 -0.711628 -3.786546 0.9 0.9 0.5 0.115
H 5.399888 0.946092 -2.796696 0.0 0.8 0.0 0.075
H 5.268258 0.586472 -1.081996 0.3 -0.3 0.0 0.083
H 4.682698 2.099762 -1.493496 -0.4 0.2 -0.8 0.091

=====

20
Properties=species:S:1:pos:R:3:forces:R:3:lowdin_charge:R:1 method="wB97M-V/def2-TZVPD" total_charge=0 orbital_gap_ha=0.3516 relative_energy_kcal_mol=77.8 smiles="[H]/N=C/NC.CNC"
H 1.270737 -2.849640 2.388653 0.0 0.2 -0.1 0.027
N 0.605767 -2.602232 1.664019 0.0 -0.4 0.3 0.053
C 1.106237 -1.873092 0.754962 -0.2 0.2 -0.2 -0.358
N 0.356518 -1.497511 -0.318417 0.3 -0.7 0.7 -0.087
C 0.808579 -0.670363 -1.372402 -0.8 3.4 0.0 -0.132
H 2.116835 -1.444630 0.747362 0.0 -0.2 0.0 0.126
H -0.564271 -1.903753 -0.361688 0.0 0.0 0.0 0.130
H 0.698951 -1.154871 -2.343282 -0.2 0.4 -0.1 0.080
H 1.847952 -0.367402 -1.263034 0.3 -0.6 0.2 0.078
H 0.328581 0.450177 -1.234566 0.7 -3.6 -1.3 0.055
C -2.034121 0.820263 0.256891 -0.2 -0.2 -0.9 -0.204
N -0.794347 1.198648 0.882921 2.3 1.0 -2.5 -0.093
C 0.245134 2.059819 -0.230266 -1.7 1.6 3.8 -0.093
H -2.538555 0.031753 0.819770 0.0 0.1 0.2 0.078
H -1.878889 0.423300 -0.767704 -0.3 0.1 0.3 0.065
H -2.684953 1.696069 0.197475 -0.1 -0.1 -0.1 0.071
H -0.302450 0.353452 1.169527 0.1 0.2 -0.3 0.043
H 0.543161 2.170541 -1.281811 -0.6 -1.6 -0.1 0.060
H -0.249332 3.023860 -0.117933 -0.1 0.2 0.3 0.047
H 1.118467 2.135612 0.409525 0.3 -0.1 -0.2 0.055

=====

64
Properties=species:S:1:pos:R:3:forces:R:3:lowdin_charge:R:1 method="wB97M-V/def2-TZVPD" multiplicity=4 s_squared=3.763 total_charge=-1 orbital_gap_ha="0.1852 / 0.2614"
V 0.095743 0.075581 -0.135677 0.0 -0.2 2.0 0.220
N -1.549678 -0.533558 1.163554 -0.4 -0.6 0.2 -0.032
N -1.681437 0.314381 2.270100 -0.3 1.0 0.3 -0.040
C -0.677289 1.197914 2.537906 0.0 -0.7 0.5 -0.834
N -0.934752 2.145579 3.508107 -0.3 -0.1 -0.5 0.074
S 0.869805 0.999444 1.941255 0.3 0.7 0.9 0.763
H -2.266761 -0.323854 0.433881 -0.3 0.2 0.4 0.034
H -1.620968 -1.513846 1.450518 0.3 0.4 0.1 0.121
H -2.628859 0.631713 2.485446 0.4 -0.2 -0.1 0.154
H -1.873468 2.528477 3.497011 0.1 -0.1 0.1 0.095
H -0.219902 2.860049 3.505643 -0.1 -0.1 0.1 0.077
C 4.015723 2.806210 -1.579417 -0.1 0.0 -0.2 -0.068
C 3.183980 2.407120 -2.804737 0.0 0.1 0.2 -0.202
N 3.072911 0.981097 -3.018970 -0.2 0.0 -0.1 -0.093
C 4.055866 0.365037 -3.876431 0.2 -0.2 -0.1 -0.218
C 5.412283 0.162411 -3.193389 -0.2 0.0 -0.2 -0.068
C 2.201312 0.243109 -2.254283 0.0 0.3 -0.1 -0.430
C 1.970207 -1.194522 -2.601255 -0.2 0.1 0.2 -0.016
N 1.555920 0.731262 -1.254468 1.4 0.9 -1.3 -0.033
H 3.831226 3.849686 -1.334736 0.0 0.1 0.1 0.074
H 5.078329 2.678084 -1.770316 0.1 0.0 0.0 0.056
H 3.745594 2.195126 -0.720643 0.0 0.0 0.1 0.051
H 3.629391 2.834927 -3.708393 -0.1 0.0 0.1 0.116
H 2.170928 2.813641 -2.712206 0.1 0.0 0.0 0.124
H 4.182779 0.999395 -4.760972 0.0 -0.1 0.0 0.114
H 3.676540 -0.595793 -4.218864 0.0 0.1 0.0 0.102
H 5.935482 1.108211 -3.091207 0.1 0.1 0.1 0.057
H 6.033647 -0.511659 -3.777082 0.1 -0.1 -0.1 0.069
H 5.268907 -0.264215 -2.205141 0.0 -0.1 0.1 0.045
H 1.289726 -1.579503 -1.841426 0.2 -0.2 -0.1 0.053
H 2.893791 -1.772423 -2.593236 0.0 -0.1 0.0 0.081
H 1.484132 -1.272638 -3.572867 0.1 0.0 -0.1 0.102
H 1.717252 1.716327 -1.050194 0.1 -0.2 -0.3 0.039
O -0.981643 -0.228163 -1.772474 -0.3 -0.8 -0.9 -0.459
S -1.937680 0.894987 -1.587191 -2.0 1.0 -1.4 0.077
O -3.090288 0.434437 -0.779451 -0.1 -0.2 -0.2 -0.443
O -2.323797 1.477707 -2.854205 -0.1 -0.2 -0.1 -0.402
S -0.997340 2.244066 -0.473236 0.2 1.0 0.2 0.362
O 0.751189 -1.724622 0.199297 0.6 -1.2 -0.3 -0.293
C 1.657226 -2.341453 1.003575 -0.4 -0.1 -0.1 -0.636
C 2.834247 -1.479246 1.428159 0.2 0.1 -0.1 -0.501
C 3.379113 -1.279314 2.659760 -0.1 -0.1 -0.1 -0.152
C 4.515227 -0.441111 2.641954 0.2 0.1 0.1 -0.189
C 4.839129 -0.030468 1.391719 -0.1 -0.2 -0.4 -0.386
S 3.755436 -0.666742 0.215636 0.3 0.1 0.7 1.075
C 0.930353 -2.847861 2.242394 -0.2 -0.4 0.2 -0.419
C 0.473398 -2.146130 3.321008 0.3 -0.1 -0.3 -0.163
C -0.265413 -2.935594 4.228278 -0.2 -0.2 0.1 -0.193
C -0.395809 -4.223880 3.816370 0.2 -0.2 -0.4 -0.425
S 0.404747 -4.501790 2.313498 -0.1 0.6 0.5 1.064
C 2.222364 -3.546350 0.266520 0.4 -0.1 0.0 -0.518
C 1.617797 -4.240803 -0.733283 0.0 0.3 0.2 -0.143
C 2.390753 -5.330051 -1.190578 0.1 -0.2 -0.1 -0.190
C 3.572536 -5.440741 -0.535230 0.3 0.1 0.4 -0.422
S 3.766773 -4.217519 0.662826 -0.4 -0.2 -0.4 1.039
H 2.979337 -1.715065 3.557162 -0.1 -0.1 0.1 0.109
H 5.051673 -0.158996 3.529852 0.2 0.1 0.1 0.094
H 5.647481 0.602098 1.081485 0.2 0.2 0.0 0.056
H 0.665905 -1.096123 3.453042 0.1 0.1 0.0 0.065
H -0.672253 -2.557653 5.152156 -0.1 0.0 0.1 0.094
H -0.895839 -5.039296 4.301473 -0.1 -0.1 0.2 0.046
H 0.651777 -3.965078 -1.116107 -0.2 0.1 0.0 0.123
H 2.072916 -5.996957 -1.972151 0.0 -0.2 -0.2 0.094
H 4.351261 -6.163732 -0.671287 0.2 -0.2 -0.1 0.047

=====

52
Properties=species:S:1:pos:R:3:forces:R:3:lowdin_charge:R:1 method="wB97M-V/def2-TZVPD" multiplicity=5 s_squared=6.012 total_charge=+1 orbital_gap_ha="0.1952 / 0.1934"
C 0.635276 2.096695 3.731850 0.6 1.5 0.2 -0.195
C 1.027234 2.249573 2.348023 0.1 1.9 0.4 -0.174
C -0.155490 2.452217 1.567179 0.5 2.6 -0.3 -0.235
H 2.046963 2.207891 1.960850 -0.4 -0.1 0.2 0.129
C -1.292770 2.416255 2.443609 -0.1 1.4 0.6 -0.232
C -0.798203 2.218490 3.801408 -0.4 1.0 0.5 -0.228
H -1.414896 2.155726 4.696460 0.3 0.3 -0.2 0.114
H 1.302486 1.904750 4.574077 -0.3 0.1 -0.4 0.121
H -0.190190 2.613440 0.489448 0.0 -0.2 0.4 0.127
H -2.336425 2.563578 2.161234 0.4 0.0 0.1 0.122
Ir -0.350113 0.515023 2.572313 2.2 -2.6 -1.6 1.518
C -0.285076 -0.543570 0.913791 -0.7 -2.0 -1.3 -0.368
H -1.215513 -0.359397 0.363378 0.3 -0.1 -0.3 -0.003
H -0.136904 -1.620690 0.993388 0.0 -0.1 -0.3 0.028
H 0.589010 -0.094364 0.421621 -0.1 0.0 0.2 0.006
Si -0.342503 -1.139215 -2.284027 0.5 0.4 -0.1 0.754
C 1.244114 -1.040556 -3.275051 0.3 -1.0 0.2 -0.354
C 2.054389 0.113173 -3.201549 0.2 -0.4 -0.3 -0.108
H 1.722386 0.982661 -2.623102 0.0 -0.3 -0.3 0.102
C 3.309685 0.131959 -3.824249 -0.3 -0.2 0.1 -0.083
H 3.927333 1.032975 -3.780130 -0.2 -0.3 0.0 0.105
C 3.777108 -1.008748 -4.493949 -0.4 -0.1 0.0 -0.080
H 4.770845 -1.004309 -4.953362 -0.4 0.0 0.1 0.107
C 2.972721 -2.157133 -4.554096 0.2 0.0 0.1 -0.082
H 3.315533 -3.047608 -5.086224 0.0 0.3 0.2 0.105
C 1.726041 -2.188061 -3.917187 0.5 0.5 -0.3 -0.113
H 1.132263 -3.105979 -3.896305 0.2 0.3 -0.2 0.098
C -1.563090 -0.004646 -3.109939 -0.4 0.2 -0.1 -0.320
C -1.259065 0.460165 -4.402719 -0.3 0.3 0.2 -0.096
H -0.398199 0.048343 -4.937264 -0.4 0.1 0.1 0.101
C -2.005874 1.494298 -4.981568 0.0 0.0 0.2 -0.072
H -1.752028 1.839772 -5.986869 -0.1 -0.1 0.4 0.109
C -3.047949 2.095839 -4.264688 0.2 -0.4 0.1 -0.079
H -3.587774 2.943707 -4.695637 0.1 -0.4 0.2 0.108
C -3.377942 1.614173 -2.989189 0.1 -0.1 0.1 -0.091
H -4.203600 2.065868 -2.433311 0.3 -0.1 -0.2 0.102
C -2.642453 0.571809 -2.410145 0.1 0.3 -0.6 -0.117
H -2.881446 0.230720 -1.398931 0.0 0.1 -0.3 0.085
H 0.203049 -0.368027 -1.163148 -0.3 0.0 -0.2 -0.042
H -0.869863 -2.468626 -1.726225 0.4 0.7 -0.6 -0.005
C 1.870069 -1.918835 6.096294 -0.1 -0.2 0.2 0.016
O 0.442000 -2.039451 5.784546 -0.4 0.3 -0.9 0.011
C 0.023740 -1.486769 4.654413 2.2 0.8 -0.2 -0.526
O 0.797936 -0.890503 3.856994 -0.3 -1.4 2.2 -0.063
N -1.298992 -1.541933 4.419339 -0.4 -0.2 -0.1 0.070
N -1.714834 -0.928081 3.194228 -3.1 -3.0 1.9 -0.091
H 1.965323 -2.560693 6.969384 0.1 0.1 -0.1 0.102
H 2.134700 -0.886119 6.353371 -0.3 -0.3 -0.2 0.104
H 2.494403 -2.289326 5.279337 -0.3 0.1 0.1 0.103
H -1.875021 -2.214498 4.907364 -0.1 0.1 -0.1 0.172
H -1.877504 -1.645841 2.482885 0.1 0.0 0.1 0.114
H -2.610872 -0.466147 3.352064 -0.1 -0.1 0.2 0.125

=====

| no. | total energy (eV) |
| --- | --- |
| 1 | -25001.017 |
| 2 | -8826.037 |
| 3 | -127537.652 |
| 4 | -38938.565 |